Below is a molecular structure, C5H6DyO3 at a distorted geometry, with properties calculated with ωB97M-V with the def2-TZVPD basis set.

XYZ file:
```
15
Properties=species:S:1:pos:R:3:lowdin_spin:R:1
O 2.13284 3.70989 1.06361 0.00
C 1.02065 3.51436 1.28346 0.01
O -0.03561 3.43115 1.80939 0.07
O -1.33090 1.06667 -0.06461 0.07
C -0.57794 0.14250 -0.77061 0.00
C -0.26121 -1.14032 0.00149 0.00
C 0.74522 -1.99924 -0.73262 0.00
C 0.55403 -3.24847 -1.09577 0.00
Dy -2.16632 2.19172 1.81167 5.85
H 0.37635 0.63939 -1.03366 0.00
H -1.09511 -0.13201 -1.70885 0.00
H -1.18704 -1.70764 0.17377 0.00
H 0.16131 -0.86473 0.98246 0.00
H 1.69505 -1.50948 -0.98980 0.00
H -0.03133 -4.09380 -0.72993 0.00
```

- Lowest unoccupied orbital energy (alpha / beta): -10.6 / -10.6 eV
- 2S+1: 7
- ΔE to the lowest compared entry with this formula, charge and spin: 0.000 eV
- Kohn-Sham gap (alpha / beta): 5.891 / 5.914 eV
- Expectation value of S²: 12.018
- Charge: +2
- HOMO energy (alpha / beta): -0.6048 / -0.6057 Ha

Below is a molecular structure, C29H30N8O4PtS, with properties calculated with ωB97M-V with the def2-TZVPD basis set.

XYZ file:
```
73
Properties=species:S:1:pos:R:3:lowdin_spin:R:1
Pt -1.13128 0.46020 -1.76137 1.41
N 3.21815 -5.23660 1.00568 0.00
C 2.99834 -4.01798 0.38521 0.00
C 2.78126 -2.86639 1.14158 0.00
C 2.61054 -1.64315 0.51952 0.00
C 2.64389 -1.55338 -0.86624 0.00
C 2.88135 -2.69140 -1.62850 0.00
C 3.05124 -3.91259 -1.00823 0.00
S 2.40975 -0.00094 -1.65757 0.00
O 2.32368 0.98807 -0.61357 0.00
O 3.41147 0.14495 -2.67138 0.01
N 0.93328 -0.06690 -2.34331 0.06
C 0.79191 -0.40238 -3.65915 0.02
N -0.36354 0.06906 -4.17533 0.07
C -0.57341 -0.12075 -5.46968 0.01
C 0.32110 -0.80695 -6.26903 0.00
C 1.42335 -1.33917 -5.61545 0.00
N 1.66415 -1.16166 -4.32645 0.00
H 2.90218 -5.32493 1.95615 0.00
H 3.07808 -6.06324 0.45050 0.00
H 2.76383 -2.92597 2.22320 0.00
H 2.46989 -0.75177 1.11084 0.00
H 2.92566 -2.60727 -2.70608 0.00
H 3.24112 -4.79782 -1.60289 0.00
H -1.48277 0.30284 -5.88292 0.00
H 0.15277 -0.94490 -7.32544 0.00
H 2.13971 -1.95203 -6.15176 0.00
O -1.90599 2.00516 -0.41333 0.15
C -2.95484 1.71862 0.31985 0.01
C -2.97008 2.02373 1.69784 0.01
C -4.07453 1.78169 2.48546 0.00
C -5.22974 1.20885 1.95270 0.01
C -5.24454 0.89017 0.61141 0.00
C -4.14000 1.13785 -0.20474 0.01
C -4.19054 0.79213 -1.62043 0.00
N -3.16574 0.43601 -2.37294 0.07
C -3.65578 0.14217 -3.62520 0.01
C -4.99847 0.32808 -3.63224 0.00
N -5.32224 0.73810 -2.35676 0.00
H -2.08890 2.46841 2.13005 0.00
H -4.03756 2.03635 3.53725 0.00
H -6.08867 1.00982 2.57716 0.00
H -6.12421 0.41533 0.19038 0.00
H -3.01301 -0.19858 -4.41359 0.00
H -5.73361 0.21050 -4.40540 0.00
H -6.22791 1.02390 -2.02813 0.00
C 1.62254 3.55055 1.52120 0.00
C 0.84542 2.84246 2.62187 0.00
N 1.58836 1.76869 3.27126 0.00
C 2.73345 2.17383 4.08830 0.00
C 4.06486 1.88061 3.41283 0.00
C 1.30417 0.44627 3.26550 0.00
O 1.91107 -0.33826 3.98612 0.00
C 0.23352 -0.14790 2.38059 0.00
C -0.39825 -1.29993 2.83577 0.00
C -1.22319 -2.00717 1.98245 0.00
C -1.36074 -1.56602 0.67767 0.01
N -0.75634 -0.46702 0.23616 0.11
C 0.00446 0.24318 1.07150 0.01
H 0.95748 4.22788 0.98535 0.00
H 2.03701 2.84238 0.80581 0.00
H 2.44859 4.13450 1.92913 0.00
H -0.08412 2.45072 2.22542 0.00
H 0.56943 3.55891 3.40262 0.00
H 2.67783 1.65081 5.04350 0.00
H 2.61837 3.24194 4.28075 0.00
H 4.15653 0.81450 3.21417 0.00
H 4.88995 2.17786 4.06097 0.00
H 4.15666 2.41591 2.46887 0.00
H -0.20352 -1.63835 3.84475 0.00
H -1.73220 -2.90476 2.30198 0.00
H -1.96509 -2.10060 -0.04394 0.00
H 0.48442 1.10375 0.64171 0.00
```

- Lowest unoccupied orbital energy (alpha / beta): 0.3 / -0.3 eV
- 2S+1: 3
- ΔE to the lowest compared entry with this formula, charge and spin: 0.499 eV
- Kohn-Sham gap (alpha / beta): 7.876 / 7.363 eV
- Expectation value of S²: 2.006
- Charge: 0
- HOMO energy (alpha / beta): -0.2787 / -0.2823 Ha

Below is a molecular structure, C38H74NO27S9Sn2 at a distorted geometry, with properties calculated with ωB97M-V with the def2-TZVPD basis set.

XYZ file:
```
151
Properties=species:S:1:pos:R:3:mulliken_charge:R:1
Sn 1.82691 2.41795 -0.72924 0.89
Sn 3.86601 -0.69965 -1.63312 1.04
O -0.14941 -1.16433 -1.71616 -0.06
C 1.10579 -0.79032 -1.45091 0.45
O 1.98109 -1.26626 -2.18636 -0.83
O 1.26556 0.09496 -0.59517 1.18
H -0.12364 -1.79124 -2.47275 0.07
O 4.29197 2.19504 -4.38968 -0.60
C 4.02366 1.16029 -3.61181 0.27
O 4.30758 0.04289 -3.96347 -0.76
O 3.32426 1.36279 -2.52176 0.14
H 3.80334 2.98695 -4.08799 0.35
N -0.46145 3.74597 0.00342 1.11
O -1.48461 4.38885 0.07727 -0.70
O -0.33341 2.56020 -0.46484 -0.74
O 0.64451 4.25717 0.32397 -0.83
C 1.15429 1.52568 5.06247 -0.55
C 1.30672 3.05885 5.08327 -0.83
C 1.40797 3.59508 3.67111 -0.54
S 2.35410 2.26685 2.84344 1.08
O 3.78449 2.60699 2.90775 -0.85
O 1.65295 2.06614 1.57850 0.38
C 2.03946 0.93364 4.01835 0.21
H 0.16005 1.20015 4.78263 0.20
H 1.37959 1.13629 6.06628 0.41
H 2.23213 3.28939 5.52271 0.38
H 0.48956 3.42803 5.67093 0.42
H 2.01347 4.49331 3.63958 0.54
H 0.41594 3.63217 3.25509 0.00
H 3.07657 0.63560 4.27828 0.60
H 1.57001 0.07107 3.48720 -0.78
C 4.65888 -4.24050 2.55965 -0.66
C 3.94754 -3.58032 3.74636 -0.72
C 2.65733 -3.01982 3.20264 -0.89
S 3.17464 -2.23010 1.66970 0.57
O 3.49445 -0.80458 1.87837 -0.38
O 2.16797 -2.43829 0.66689 -0.52
C 4.70373 -3.20562 1.39843 -0.54
H 4.13558 -5.17648 2.25606 0.26
H 5.63565 -4.49172 2.91611 0.42
H 4.60615 -2.77257 4.19660 0.25
H 3.73096 -4.20988 4.63901 0.38
H 2.05597 -2.38824 3.80349 0.47
H 2.02446 -3.77895 2.78393 0.47
H 5.50163 -2.47777 1.48673 0.32
H 4.61190 -3.53370 0.37244 0.17
C 1.81481 -3.67638 -4.96387 -0.73
C 2.93446 -4.26026 -5.83127 -0.71
C 4.18080 -3.69149 -5.12984 -0.81
S 3.88667 -3.96439 -3.37221 1.09
O 4.44439 -2.82150 -2.67431 -0.69
O 4.42954 -5.24956 -3.01279 -0.69
C 2.01924 -4.03903 -3.43768 0.54
H 0.80122 -3.95637 -5.24871 0.42
H 1.86045 -2.61252 -5.06863 0.28
H 2.93910 -4.02349 -6.85658 0.46
H 2.84148 -5.34717 -5.78872 0.29
H 4.34054 -2.65057 -5.36184 0.28
H 5.05984 -4.30413 -5.27109 0.47
H 1.73313 -3.27111 -2.71583 -0.87
H 1.77649 -5.09029 -3.32572 0.50
C -1.97867 -5.69991 -0.21206 -0.95
C -2.44208 -6.34411 -1.55793 -0.65
C -3.06591 -5.20070 -2.41039 -0.89
S -2.09931 -3.74020 -2.02665 1.11
O -2.91310 -2.59999 -1.72398 -0.46
O -1.08041 -3.51055 -2.99780 -0.70
C -1.29049 -4.33449 -0.53236 0.42
H -1.34202 -6.37099 0.26212 0.56
H -2.85012 -5.71103 0.44871 0.34
H -3.10168 -7.17872 -1.38195 0.42
H -1.63681 -6.72002 -2.14387 0.31
H -4.11129 -4.84132 -2.24485 0.35
H -2.91959 -5.35111 -3.45803 0.45
H -1.23597 -3.53408 0.22893 -0.74
H -0.25311 -4.61899 -0.73777 0.20
C -7.57304 -0.11508 -1.39824 -0.49
C -6.18758 -0.31159 -1.93662 -0.65
C -5.20394 -0.13440 -0.62500 0.15
S -5.94394 1.29417 0.14944 1.48
O -5.12421 2.44871 -0.17226 -0.70
O -6.17255 0.96611 1.52199 -0.76
C -7.46082 1.27348 -0.75501 -0.92
H -7.78326 -0.93346 -0.65345 0.25
H -8.38326 -0.20805 -2.14385 0.37
H -5.99437 0.38257 -2.78043 0.13
H -5.96121 -1.29447 -2.29914 0.37
H -4.18470 0.17873 -0.87779 -0.23
H -5.26259 -0.95022 0.11676 0.15
H -7.33942 1.98685 -1.57156 0.31
H -8.10172 1.59611 0.08783 0.48
C -3.20976 -1.39525 2.70520 -0.87
C -2.30689 -0.73208 1.65095 0.59
C -0.81803 -0.91865 1.97716 0.74
S -0.75831 -2.31590 3.11387 1.43
O -0.41983 -1.86117 4.39553 -0.67
O -0.03321 -3.46928 2.56875 -0.69
C -2.51888 -2.73813 3.02566 -0.64
H -4.23402 -1.67177 2.38721 0.35
H -3.23417 -0.75816 3.56306 0.33
H -2.48933 0.35685 1.50755 0.24
H -2.55679 -1.20397 0.68997 -0.47
H -0.38391 -0.08865 2.55813 0.05
H -0.23000 -1.06802 1.09565 -0.94
H -2.90072 -3.14374 3.97472 0.56
H -2.60054 -3.43464 2.16034 -0.01
C -3.36538 3.11161 -4.85107 -1.07
C -3.57232 2.26897 -3.63074 -0.09
C -2.34913 2.48260 -2.70499 -0.04
S -0.91907 3.15675 -3.62741 1.15
O 0.12764 2.18941 -3.53144 -0.52
O -0.58381 4.47949 -3.23464 -0.70
C -1.83907 3.08876 -5.14560 -0.76
H -3.62726 4.12773 -4.74320 0.40
H -3.83971 2.67118 -5.67913 0.41
H -3.77789 1.22063 -3.90241 0.12
H -4.40157 2.49820 -3.00262 0.18
H -2.02128 1.59336 -2.16103 0.02
H -2.65327 3.30709 -2.02346 0.15
H -1.61482 2.13983 -5.65981 0.31
H -1.60611 3.95721 -5.79424 0.49
C 7.69572 2.53020 1.21666 -0.90
C 7.69803 1.95457 -0.17703 -0.23
C 6.93432 2.84797 -1.08628 -0.69
S 5.44881 3.20084 -0.04806 1.12
O 4.63060 1.99962 0.05073 -0.19
O 4.83121 4.42542 -0.49695 -0.89
C 6.35841 3.27770 1.48422 -0.32
H 8.36602 3.28926 1.49654 0.32
H 7.82236 1.76255 1.92090 0.44
H 7.13609 1.03086 -0.13191 0.09
H 8.72068 1.67466 -0.61371 0.40
H 6.62096 2.44761 -2.11763 0.23
H 7.39438 3.89165 -1.20182 0.35
H 5.75103 2.79580 2.31027 -0.04
H 6.65724 4.28500 1.71920 0.55
C -4.38174 5.54624 3.03560 -0.81
C -5.22454 4.72968 4.09305 -0.65
C -4.51452 3.38470 4.40086 -0.81
S -3.24032 3.22017 3.17478 0.95
O -3.18703 1.91041 2.54442 -0.52
O -1.99621 3.74310 3.71355 -0.77
C -3.85650 4.52284 2.04864 -0.15
H -3.45997 6.15495 3.36434 0.25
H -4.94384 6.28760 2.53578 0.48
H -6.17192 4.49407 3.53803 0.25
H -5.40770 5.36341 4.91083 0.41
H -5.19357 2.54633 4.23411 0.31
H -4.11194 3.34217 5.38649 0.52
H -4.70271 4.14703 1.41417 -0.05
H -3.03316 4.78641 1.45716 0.50
```

- Lowest unoccupied orbital energy: -1.5 eV
- Kohn-Sham gap: 9.498 eV
- Charge: +1
- HOMO energy: -0.4036 Ha

Below is a molecular structure, C2H2AuLiO2 at a distorted geometry, with properties calculated with ωB97M-V with the def2-TZVPD basis set.

XYZ file:
```
8
Properties=species:S:1:pos:R:3:lowdin_spin:R:1
H -1.69983 1.86156 -0.39986 0.08
O 0.98486 -0.94015 -0.59866 0.42
C 0.87455 -0.20375 0.42994 0.92
C -0.27197 0.47647 0.83733 0.50
O -1.31808 0.41509 0.04612 0.32
Li 2.78557 -1.31487 -1.17926 0.01
Au -1.03143 -1.32215 -0.91480 0.73
H -0.32366 1.02779 1.77920 0.02
```

- Lowest unoccupied orbital energy (alpha / beta): -17.1 / -19.2 eV
- 2S+1: 4
- ΔE to the lowest compared entry with this formula, charge and spin: 1.187 eV
- Kohn-Sham gap (alpha / beta): 7.886 / 8.651 eV
- Expectation value of S²: 3.759
- Charge: +3
- HOMO energy (alpha / beta): -0.9167 / -1.0223 Ha

Number 1: calculated total energy -1304.14210 a.u.. Number 2: calculated total energy -2379.60604 a.u.. Number 3: calculated total energy -7590.55690 a.u.. Number 4: calculated total energy -369.47717 a.u..